No. 1
119
Properties=species:S:1:pos:R:3:forces:R:3:mulliken_charge:R:1 method="wB97M-V/def2-TZVPD" charge=0
H 3.4834 -4.9401 -1.9941 -0.15 0.98 0.46 0.234
H -8.1558 3.9854 -0.3918 -0.05 0.08 -0.14 0.309
H 7.0330 3.5878 8.5969 0.05 0.05 -0.12 0.234
O -1.1306 3.6688 -4.4762 -1.47 -0.39 0.75 -0.357
H -0.3279 -3.8532 1.9428 -0.25 0.10 0.09 0.383
H 3.3700 -3.8644 -0.4781 -0.04 -0.31 -1.08 0.428
O 6.1094 5.2615 6.8530 0.61 -1.18 -2.85 -0.328
H 5.3149 0.2610 -2.7675 -0.84 -0.45 -1.04 0.340
H -7.1958 1.0811 0.6652 -0.09 -0.22 -0.06 0.300
O 5.4143 3.0624 7.4239 0.96 0.01 -1.43 -0.317
O -2.0820 2.0007 -5.8750 -1.93 -0.61 2.62 -0.382
O -0.4744 2.0350 3.0074 -2.44 0.64 2.03 -0.257
H 7.4358 3.2016 6.9017 0.03 0.00 0.16 0.312
H 0.9073 0.1982 6.7368 -0.17 0.02 0.02 0.281
H -2.9078 -7.1571 2.3830 -0.02 0.08 -0.13 0.233
H -1.9623 -1.9835 4.5221 -0.13 0.76 0.26 0.580
O -3.7683 -5.5141 3.2948 -0.86 0.49 -1.37 -0.336
P -3.2401 -4.0381 2.7999 4.47 -3.12 7.15 1.047
P 4.8918 4.1859 6.3447 -4.83 0.19 7.73 0.984
C -3.8501 -6.6073 2.3825 0.03 -0.43 0.01 -0.652
P -0.8036 0.8144 4.1463 6.62 -5.45 -2.67 0.886
N 1.0665 -5.9546 -4.0370 1.74 0.27 -1.72 -0.577
O 4.7781 -3.0154 -7.3074 -0.61 -1.10 1.28 -0.588
C -4.6546 5.3152 -0.0656 0.26 0.34 0.16 -0.526
O -5.5483 1.2146 -0.6143 -0.81 1.58 2.79 -0.269
H -4.6402 -7.2822 2.7143 -0.03 0.17 0.13 0.284
C -0.1944 0.8165 -2.2824 0.15 -0.32 0.36 -0.734
H -2.0811 4.0686 -2.6544 0.10 0.08 0.02 0.193
O -0.6511 2.0660 -2.7945 -3.12 -0.55 0.00 -0.344
H -2.9828 3.8213 -6.2760 0.02 -0.01 0.13 0.222
O -5.7923 4.5959 -0.5384 -0.69 -1.49 2.70 -0.342
O -4.3608 2.9891 -1.5306 0.24 -0.04 1.54 -0.525
H 5.5904 6.7098 5.4540 -0.04 0.20 0.12 0.298
O 6.1084 -5.7941 -8.5486 0.16 -1.13 1.08 -0.273
H -6.4754 -2.8730 3.7743 0.11 0.05 -0.07 0.247
P -5.6024 2.9108 -0.6773 2.04 0.02 -8.80 0.918
H 3.0236 1.8142 -6.2644 0.17 -1.09 0.55 0.368
C 0.6664 1.1894 6.3488 0.35 -0.04 0.35 -0.736
O -6.9305 2.8385 -1.6424 -0.44 0.04 1.64 -0.323
H -0.4501 4.0668 2.7057 -0.10 -0.10 0.00 0.241
H -4.0813 -6.2728 1.3702 0.09 -0.14 0.05 0.307
H -0.3917 4.6293 -2.8009 -0.07 -0.09 0.05 0.280
H 1.8966 -1.8589 -3.1734 -0.18 -1.21 -0.06 0.195
C 3.5858 -5.1466 -6.7980 -0.92 2.20 2.53 -0.210
H -0.8955 3.5774 4.3543 0.16 0.19 -0.06 0.300
C -1.3366 4.4938 -3.3301 0.05 0.34 0.27 -0.527
O -2.1738 -4.7787 1.7069 -2.61 1.47 -1.33 -0.442
H 3.7560 1.4088 4.4133 -0.02 0.16 0.00 0.230
H 5.5129 -2.7567 -6.7170 -0.41 0.09 -0.41 0.354
O 4.1592 -5.8565 -7.8614 -2.26 1.21 1.00 -0.262
C -3.2592 2.7988 -6.0139 -0.34 0.14 -0.21 -0.493
H 0.8010 3.4604 3.8014 -0.07 -0.04 0.13 0.141
H -0.1036 0.9010 -1.1987 -0.20 0.12 -0.05 0.383
H 1.0783 -4.6507 -1.9129 0.69 1.25 -0.02 0.361
O -4.4655 -3.2887 3.7109 -0.32 0.22 -3.20 -0.241
C 3.1979 -3.9332 -1.5845 -0.81 0.50 0.00 -1.011
C 1.9215 -5.1025 -4.7032 0.72 -1.13 -1.58 0.299
O -2.1561 -3.5500 3.7280 -0.66 0.20 -1.52 -0.686
C 3.5853 -1.4802 -5.0107 -0.76 -0.12 -1.65 -0.568
O 3.7576 4.9715 6.9565 0.49 0.35 -1.61 -0.681
N 4.3547 -1.2710 -3.8921 -0.79 2.33 -1.95 -0.319
H -6.0579 -4.5766 4.0094 0.06 -0.04 -0.11 0.229
H -1.6866 5.4728 -3.6616 0.00 -0.11 -0.20 0.295
H -3.9310 5.4449 -0.8715 -0.05 -0.26 0.05 0.147
H -8.9432 3.2305 -1.7871 0.15 -0.16 -0.01 0.285
C -2.3420 -1.1326 5.1013 -0.13 -0.36 -0.04 -0.812
C 6.7982 2.9435 7.7484 0.24 -0.14 0.33 -0.646
H 3.7830 -3.1207 -2.1055 -0.43 -0.94 0.62 0.183
H -3.8504 2.7966 -5.0945 -0.08 0.13 -0.18 0.219
H -6.4180 -0.4505 0.2153 0.10 0.11 0.05 0.191
H -4.9864 6.3009 0.2632 -0.17 -0.14 0.04 0.257
C 3.3694 0.9531 -5.6443 1.32 -2.06 2.26 -0.311
H -3.1348 -0.6235 4.5490 -0.03 -0.19 0.00 0.255
C 4.2223 1.2226 -4.4417 -1.25 -2.68 -1.58 -0.412
H -4.1926 4.7974 0.7759 0.15 0.16 -0.10 0.294
H 4.5241 1.1277 5.9815 0.10 0.09 0.01 0.243
C 4.4206 1.8404 5.1620 -0.09 -0.53 -0.25 -0.704
H -0.7107 -4.4184 0.3132 -0.38 -0.16 0.08 0.051
H -7.8889 4.6278 -2.0352 0.02 0.02 0.14 0.226
C 3.8710 -3.7354 -6.5032 -0.58 -1.62 0.28 0.885
C -0.2438 3.3543 3.5052 0.14 0.34 -0.08 -0.542
H -0.9037 0.0219 -2.5180 0.21 -0.10 0.09 0.288
H -7.4170 0.3991 -0.9730 -0.01 0.13 0.04 0.235
C 4.6584 0.0488 -3.6613 -0.33 1.46 -0.45 -0.199
C 1.6564 -3.6785 -1.8945 1.06 -0.65 -0.43 0.212
H -0.2723 1.5377 6.7817 0.12 -0.11 0.07 0.337
C -5.8144 -3.6752 3.4453 -0.37 0.03 0.11 -0.635
H -3.8630 2.3863 -6.8227 0.06 -0.11 0.08 0.244
H 7.0033 1.9115 8.0355 -0.20 -0.01 -0.08 0.278
C 5.9248 6.6277 6.4892 0.07 0.43 -0.06 -0.655
C 1.5471 -2.9240 -3.2761 -1.10 0.03 -0.22 -0.794
H 2.4158 -0.6729 -6.8392 0.65 -0.27 1.09 0.396
H 0.7887 0.5797 -2.6930 -0.17 0.03 -0.21 0.236
C 3.2359 -2.9782 -5.3346 -1.80 -2.19 1.32 0.490
C 3.0398 -0.4743 -5.9368 1.78 2.26 2.08 -0.453
H 0.4399 -2.8648 -3.5312 1.22 -0.04 0.16 0.413
H 5.2032 7.0997 7.1569 -0.11 -0.21 -0.13 0.258
O -0.0516 1.3863 -4.9634 -1.15 -1.04 0.40 -0.613
H 5.3958 2.0256 4.7041 -0.08 -0.22 0.00 0.395
O -0.5784 -0.2862 3.1376 -1.48 0.83 0.03 -0.564
C 2.2603 -3.6522 -4.4629 1.27 0.24 -0.94 -0.012
H -5.9739 -3.8494 2.3778 -0.19 -0.03 0.14 0.294
C -6.7147 0.5331 -0.1490 -0.21 -0.36 0.06 -0.566
H -2.7503 -1.5091 6.0415 0.06 0.25 0.07 0.307
O -1.2765 -0.2222 5.4055 -1.56 3.07 -0.05 -0.384
H 6.8815 7.1413 6.5947 0.05 -0.21 -0.06 0.248
S 1.1760 -7.4640 -4.7672 0.99 2.23 -0.56 0.136
C 2.6008 -5.8334 -5.8621 0.26 -0.15 -0.56 1.067
O 3.8378 3.0522 5.6466 2.63 0.99 -1.79 -0.139
H -1.5077 -2.9622 0.9355 0.25 -0.02 0.02 0.412
N 5.4981 -6.1745 -7.6159 1.59 1.18 -1.30 0.148
C -1.1224 -3.9465 1.2017 0.19 -0.02 -0.16 -0.594
H 4.5096 2.2741 -4.1705 -0.28 -1.40 -0.21 0.345
C -8.0328 3.7228 -1.4434 -0.33 0.19 -0.24 -0.648
O 0.6059 1.1442 4.9246 -1.16 0.96 0.54 -0.177
N 2.2643 -7.1634 -6.0118 -0.62 2.66 2.04 -0.672
Cl 0.8822 -2.7056 -0.5313 0.84 0.08 -1.25 -0.189
H 1.4611 1.8755 6.6465 -0.02 0.07 -0.23 0.211
P -1.2842 2.0365 -4.3740 7.96 2.42 -3.77 1.142

No. 2
94
Properties=species:S:1:pos:R:3:forces:R:3:mulliken_charge:R:1 method="wB97M-V/def2-TZVPD" charge=+1
C -1.4033 -4.7276 2.9118 -0.25 -0.11 0.36 -0.473
H 0.1595 3.9656 -3.0772 0.03 0.03 0.01 0.206
H 0.3826 3.4073 -4.7454 -0.01 0.01 0.00 0.323
H 4.3409 4.9454 3.2297 -0.03 -0.02 0.04 0.356
C -7.5402 -3.6881 1.0167 0.07 0.03 0.03 -0.669
C 9.5820 3.4552 2.6805 0.18 0.09 -0.29 -0.494
C 1.7561 4.9796 -4.1514 -0.35 0.04 -0.03 -0.528
H 4.1114 3.4565 1.2915 -0.05 -0.16 -0.03 0.240
N -2.0972 -1.7734 1.1323 0.11 -0.01 -0.35 -0.515
C 2.9391 1.1444 3.5092 -0.13 0.06 -0.14 0.106
H -2.3172 0.1782 -3.5065 0.29 -0.28 0.18 0.523
H -5.0860 -2.1191 -2.5991 -0.09 0.00 0.02 0.393
C -7.2397 -0.4384 -1.8214 0.14 0.29 0.09 -0.302
C -0.6821 -3.8398 1.8909 0.01 -0.34 0.10 -0.375
N 3.0416 -0.2000 -2.0357 -0.25 -0.28 -0.06 -0.616
H -2.0787 -2.2193 -2.8054 0.68 -0.13 0.16 0.585
H 3.5820 3.7628 4.2910 -0.03 0.00 -0.02 0.336
C 8.2031 3.2184 3.3013 0.30 -0.13 0.15 -0.326
C 2.9172 4.0632 -3.7559 0.06 0.36 -0.18 -0.433
H 2.7663 0.7089 -1.6673 0.05 -0.10 -0.05 0.125
H 2.1241 -1.9858 -2.7625 0.14 0.40 0.33 0.311
C 3.6205 4.1285 3.2631 0.01 0.01 0.03 -1.302
C 7.5004 4.4715 3.5846 -0.08 -0.18 -0.04 0.314
H -0.8369 -2.0780 -0.8226 -0.12 0.06 0.22 -0.352
H -5.2532 0.3445 -2.1669 -0.12 0.04 0.00 0.319
H 2.9417 3.1862 -4.4065 -0.02 -0.07 0.13 0.273
H -7.7370 -1.1371 -1.1463 -0.03 -0.05 -0.11 0.017
H -5.6304 0.0279 -0.4824 -0.09 0.03 -0.04 0.361
C 0.4004 4.2855 -4.0947 -0.01 -0.03 0.00 -1.019
H -2.3316 -3.1684 4.1108 0.01 -0.02 0.01 0.348
H -7.9816 -6.2185 2.0856 0.07 0.05 0.11 0.310
N -5.2546 -5.4601 3.4634 0.18 0.07 -0.06 -0.421
H 3.3417 1.1683 1.4594 -0.06 -0.09 0.08 0.128
C -7.0579 -5.0446 0.5190 -0.13 0.32 -0.14 -0.417
H 0.1354 -2.8792 -1.8755 0.22 0.11 0.04 0.438
H 1.4989 -0.4762 -3.4316 -0.50 -0.33 0.54 0.375
H 8.9235 3.5176 0.6138 0.01 0.02 0.00 0.293
H 7.5956 2.5984 2.6383 -0.07 0.11 -0.01 0.211
H -0.4460 -4.4359 1.0046 -0.05 0.12 -0.07 0.340
H -2.3499 -5.0849 2.4995 0.06 0.03 -0.07 0.253
H -0.3867 4.9644 -4.4229 0.00 -0.05 0.02 0.372
H 8.3203 2.6632 4.2345 -0.13 0.08 0.03 0.338
H 10.5167 4.2273 0.8929 -0.04 0.00 -0.02 0.333
H 0.2686 -3.4934 2.3030 -0.08 0.16 0.00 0.376
H -6.7303 -7.0624 1.1930 0.06 -0.01 0.15 0.298
H 10.0878 2.4919 2.5822 -0.08 -0.01 0.11 0.312
H -8.5307 -3.7651 1.4687 0.02 0.03 -0.01 0.435
C 0.7904 -0.9421 -1.3733 1.23 1.77 -0.49 -0.180
N 2.7602 3.2968 -1.2640 -0.14 -0.18 0.05 -0.427
H 2.6381 4.5313 3.0051 0.00 -0.02 0.01 0.373
C -1.4858 -2.6841 1.4794 0.26 -0.11 0.07 0.397
N 6.9491 5.4539 3.8038 0.00 0.05 -0.04 -0.477
C -5.0479 -1.7151 -1.5841 0.05 0.00 -0.14 0.081
N 2.8659 0.5789 4.5050 0.01 -0.07 0.03 -0.456
H -6.8562 -3.2704 1.7586 -0.04 -0.02 0.02 0.348
C 9.5150 4.1174 1.3096 0.01 0.05 0.02 -1.136
H 2.0428 2.2397 1.9572 -0.02 0.00 0.12 0.269
H -0.6281 -1.6395 -3.7291 -0.13 -0.27 0.43 0.398
C 4.0280 3.0275 2.2924 0.09 0.41 0.10 -0.158
H -7.7350 -5.3970 -0.2622 0.05 -0.10 0.06 0.359
N -0.2646 -1.9637 -1.6667 -0.72 0.31 0.34 0.265
C -1.1811 -1.5788 -2.7799 -1.10 1.27 -1.42 -0.872
N -7.6611 -1.1631 -4.2943 0.10 -0.02 -0.08 -0.410
H 10.1927 4.0668 3.3482 -0.08 -0.05 0.06 0.316
H 1.7381 5.8608 -3.5069 0.11 -0.04 -0.01 0.328
C -6.0144 -5.7464 2.6526 -0.22 -0.13 0.07 0.295
C 1.8577 -0.9416 -2.4948 0.08 -0.10 -0.13 -0.504
C 3.0306 1.8684 2.2395 0.25 0.00 -0.28 0.037
H -2.2995 -0.0704 -1.7210 0.00 0.21 -0.36 0.403
C -7.4772 -0.8391 -3.2093 -0.15 -0.05 0.18 0.226
C 2.8315 3.6359 -2.3588 0.10 -0.09 -0.17 0.314
C -5.7471 -0.3632 -1.4958 0.31 -0.14 0.12 -0.502
H -0.7343 -3.6721 4.6849 -0.02 0.01 0.00 0.387
N -0.5067 0.7506 -2.5413 -0.21 0.28 0.15 -0.133
H 1.2471 -1.1380 -0.3899 -0.11 -0.45 -0.46 0.424
H 3.5795 0.0132 -2.8685 0.30 -0.03 0.19 0.295
H -3.9969 -1.6153 -1.3043 -0.04 -0.04 0.12 -0.357
H -0.7195 1.7282 -2.6858 -0.04 0.00 0.12 0.140
H -7.6022 -2.9823 0.1876 -0.05 -0.01 0.03 -0.176
H -0.7865 -5.6091 3.0986 0.06 0.05 -0.17 0.346
C -1.6897 -0.0991 -2.6497 0.76 -0.82 0.84 -0.739
C 0.1572 0.4943 -1.2692 -0.86 -1.42 0.23 -0.684
H -2.1402 -4.7103 4.9377 -0.02 0.03 -0.03 0.346
C -1.6661 -4.0247 4.2368 0.03 0.09 -0.02 -1.254
H 0.9070 1.2454 -0.9878 -0.15 -0.29 -0.32 0.271
C -6.9984 -6.0968 1.6269 0.05 -0.10 -0.32 -0.542
H -5.5081 -2.4397 -0.9097 0.05 -0.01 -0.01 -0.194
H 3.8603 4.5934 -3.9039 0.04 -0.10 0.13 0.323
H 1.9274 5.3352 -5.1692 0.11 -0.03 0.05 0.334
H -6.0734 -4.9318 0.0569 0.00 -0.11 0.04 0.241
H -0.5814 0.4200 -0.4337 0.32 0.33 -0.26 0.287
H 5.0205 2.6581 2.5637 -0.06 -0.11 -0.02 0.019
H -7.6938 0.5402 -1.6535 -0.08 -0.06 -0.10 0.321
H 9.0696 5.1124 1.3682 -0.03 -0.03 0.00 0.348

Record order is preserved below.
LUMO: -2.42 -2.76 eV
Record order is preserved below.
Kohn-Sham gap: 6.16 9.78 eV